# 1
An isolated molecule of C5H12N2 at a distorted geometry. Source: OMol25; level of theory: ωB97M-V/def2-TZVPD.

## Properties
net charge: 0
SMILES: C=C(N)C[C@@H](C)N
relative energy (zero: lowest compared OMol25 entry of this formula, charge and spin): 23.9 kcal/mol
highest occupied orbital energy: -7.901 eV
gap between HOMO and LUMO: 8.906 eV

Element x y z (Å)
C 1.85 -1.42 0.92
C 1.20 -0.27 0.67
N 1.83 0.94 0.60
C -0.32 -0.36 0.75
C -1.02 0.55 -0.31
C -0.51 0.25 -1.74
N -2.47 0.57 -0.25
H 2.90 -1.56 1.18
H 1.26 -2.32 1.03
H 2.82 0.98 0.43
H 1.33 1.81 0.46
H -0.67 0.05 1.70
H -0.62 -1.39 0.57
H -0.68 1.56 -0.06
H -0.66 -0.83 -1.88
H -1.18 0.63 -2.51
H 0.56 0.40 -1.80
H -2.91 -0.32 -0.48
H -2.70 0.75 0.71

Atom charges from the Löwdin analysis, given in e for atoms 1 to 2: 0.0112 -0.4471

# 2
An isolated molecule of C5H12N2 at a distorted geometry. Source: OMol25; level of theory: ωB97M-V/def2-TZVPD.

## Properties
net charge: 0
SMILES: CCC/C(N)=C/N
relative energy (zero: lowest compared OMol25 entry of this formula, charge and spin): 28.7 kcal/mol
highest occupied orbital energy: -8.556 eV
gap between HOMO and LUMO: 9.499 eV

Element x y z (Å)
C 1.78 -1.97 -1.62
C 0.54 -1.68 -0.77
C 0.81 -0.62 0.34
C -0.22 0.48 0.34
N -0.41 1.11 -0.95
C -0.77 0.95 1.47
N -1.84 1.90 1.44
H 2.65 -1.97 -0.98
H 1.84 -1.22 -2.40
H 1.66 -2.93 -2.13
H 0.09 -2.56 -0.32
H -0.22 -1.21 -1.39
H 0.80 -1.18 1.27
H 1.81 -0.18 0.31
H -0.03 2.05 -0.95
H -1.40 1.21 -1.14
H -0.36 0.57 2.40
H -2.69 1.35 1.41
H -1.87 2.41 2.31

Atom charges from the Löwdin analysis, given in e for atoms 1 to 2: -0.1070 -0.2522

# 3
A structure of composition C5H12N2 at a distorted geometry. Source: OMol25; level of theory: ωB97M-V/def2-TZVPD.

## Properties
net charge: 0
relative energy (zero: lowest compared OMol25 entry of this formula, charge and spin): 201.1 kcal/mol
highest occupied orbital energy: -7.073 eV
gap between HOMO and LUMO: 5.653 eV

Element x y z (Å)
N 2.49 0.38 -0.97
C -0.11 -0.43 -0.32
C -0.66 0.38 -1.42
C -1.57 0.44 -0.15
C -2.53 -0.36 0.44
C 0.76 0.22 0.73
N 0.97 -0.65 1.91
H 3.41 0.82 -0.86
H 2.25 0.21 -1.96
H -0.31 -1.44 -0.13
H 0.00 1.05 -1.93
H -1.05 -0.33 -2.28
H -1.29 1.31 0.37
H -3.47 -0.69 0.12
H -2.72 -0.23 1.51
H 1.78 0.31 0.14
H 0.60 1.25 0.97
H 1.38 -1.52 1.55
H 0.06 -0.72 2.28

Atom charges from the Löwdin analysis, given in e for atoms 1 to 2: -0.1012 -0.1401

# 4
The ion C5H12N2 with charge +2 at a distorted geometry. Source: OMol25; level of theory: ωB97M-V/def2-TZVPD.

## Properties
net charge: +2
SMILES: C=[NH+]/C=C/CC[NH3+]
relative energy (zero: lowest compared OMol25 entry of this formula, charge and spin): 25.3 kcal/mol
highest occupied orbital energy: -18.254 eV
gap between HOMO and LUMO: 9.955 eV

Element x y z (Å)
C 0.08 2.26 3.13
N -0.18 1.25 2.41
C 0.04 0.94 1.04
C 0.30 -0.31 0.64
C 0.81 -0.47 -0.78
C -0.30 -0.48 -1.85
N -0.43 -1.90 -2.45
H -0.15 2.16 4.22
H 0.33 3.29 2.97
H -0.75 0.47 2.77
H -0.03 1.76 0.30
H 0.35 -1.17 1.30
H 1.44 -1.36 -0.68
H 1.52 0.41 -0.85
H -1.24 -0.27 -1.35
H -0.16 0.10 -2.77
H -0.43 -2.73 -1.84
H -1.38 -1.85 -2.94
H 0.19 -2.08 -3.26

Atom charges from the Löwdin analysis, given in e for atoms 1 to 2: 0.2147 0.0525

# 5
A structure of composition C5H12N2 at a distorted geometry. Source: OMol25; level of theory: ωB97M-V/def2-TZVPD.

## Properties
net charge: +2
relative energy (zero: lowest compared OMol25 entry of this formula, charge and spin): 90.3 kcal/mol
highest occupied orbital energy: -21.103 eV
gap between HOMO and LUMO: 11.769 eV

Element x y z (Å)
C -1.61 0.39 1.05
C 0.53 -0.72 0.06
C 0.15 -2.04 -0.35
C 1.58 1.20 0.91
C -1.26 0.57 -1.40
N 1.53 -0.13 0.48
N -1.05 0.23 -0.08
H -2.60 0.92 1.17
H -1.24 0.13 1.99
H 0.95 -2.75 -0.04
H 0.08 -2.11 -1.39
H -0.94 -2.36 0.00
H 1.73 1.35 2.00
H 0.77 1.87 0.68
H 2.57 1.83 0.54
H -1.51 1.59 -1.57
H -1.94 -0.10 -1.88
H -0.29 0.34 -1.82
H 2.48 -0.59 0.40

Atom charges from the Löwdin analysis, given in e for atoms 1 to 2: 0.1959 -0.0670

# 6
An isolated molecule of C5H12N2O at a distorted geometry. Source: OMol25; level of theory: ωB97M-V/def2-TZVPD.

## Properties
net charge: 0
SMILES: CCC(=O)N[C@H](C)N
relative energy (zero: lowest compared OMol25 entry of this formula, charge and spin): 37.6 kcal/mol
highest occupied orbital energy: -9.310 eV
gap between HOMO and LUMO: 10.131 eV

Element x y z (Å)
C 0.17 0.18 -2.45
C 0.50 1.06 -1.25
C 1.64 0.21 -0.24
O 2.84 0.20 -0.33
N 0.97 -0.39 0.82
C -0.45 -0.39 0.97
C -0.91 0.46 2.15
N -0.93 -1.74 1.07
H -0.47 -0.65 -2.17
H -0.34 0.77 -3.22
H 1.08 -0.23 -2.89
H -0.35 1.64 -0.90
H 1.16 1.87 -1.57
H 1.49 -1.12 1.29
H -0.72 0.19 -0.03
H -2.00 0.53 2.16
H -0.50 1.46 2.07
H -0.58 0.01 3.08
H -0.69 -2.28 0.24
H -1.93 -1.77 1.21

Atom charges from the Löwdin analysis, given in e for atoms 1 to 2: -0.1158 -0.1719

# 7
A cluster of 2 separate species, C5H12N2O in total at a distorted geometry. Source: OMol25; level of theory: ωB97M-V/def2-TZVPD.

## Properties
net charge: 0
SMILES: C=C[C@@H](N)NO.C=C
relative energy (zero: lowest compared OMol25 entry of this formula, charge and spin): 150.0 kcal/mol
highest occupied orbital energy: -8.090 eV
gap between HOMO and LUMO: 7.992 eV

Element x y z (Å)
C -0.24 -1.78 1.19
C -0.17 -0.87 0.17
C 1.06 0.13 0.15
N 2.26 -0.64 -0.14
N 0.94 1.15 -0.86
O 1.00 0.58 -2.17
H -0.63 -2.77 1.03
H -0.12 -1.47 2.22
H -0.33 -1.26 -0.83
H 1.08 0.66 1.11
H 3.09 -0.08 0.01
H 2.28 -1.48 0.43
H -0.11 1.53 -0.77
H 1.70 -0.09 -2.09
C -1.87 0.43 0.45
C -1.75 1.58 -0.34
H -2.57 -0.32 0.13
H -1.86 0.57 1.52
H -2.16 1.59 -1.34
H -1.62 2.55 0.13

Atom charges from the Löwdin analysis, given in e for atoms 1 to 2: -0.0072 -0.2188

# 8
A cluster of 2 separate species, C5H12N2O in total at a distorted geometry. Source: OMol25; level of theory: ωB97M-V/def2-TZVPD.

## Properties
net charge: 0
relative energy (zero: lowest compared OMol25 entry of this formula, charge and spin): 137.1 kcal/mol
highest occupied orbital energy: -8.086 eV
gap between HOMO and LUMO: 8.952 eV

Element x y z (Å)
C 3.85 0.36 -0.66
C 3.49 -0.19 0.53
C -0.39 -0.14 -0.29
C -1.43 2.02 0.55
C -1.76 0.67 -0.17
N -1.29 -2.24 0.54
N -0.32 -1.34 0.19
O 2.24 -0.40 0.89
H 3.15 1.00 -1.35
H 4.84 0.37 -1.00
H 4.16 -0.76 1.13
H -0.69 2.47 -0.19
H -1.18 1.97 1.61
H -2.31 2.65 0.47
H -2.07 0.73 -1.15
H -2.35 -0.05 0.42
H -2.20 -1.99 0.37
H -1.24 -2.54 1.50
H 0.55 -1.76 0.23
H 1.76 -0.14 0.13

Atom charges from the Löwdin analysis, given in e for atoms 1 to 2: -0.0008 -0.2930

# 9
A cluster of 2 separate species, C5H12N2O in total at a distorted geometry. Source: OMol25; level of theory: ωB97M-V/def2-TZVPD.

## Properties
net charge: 0
relative energy (zero: lowest compared OMol25 entry of this formula, charge and spin): 200.7 kcal/mol
highest occupied orbital energy: -7.249 eV
gap between HOMO and LUMO: 3.687 eV

Element x y z (Å)
C -0.81 0.63 -0.05
N -1.85 0.41 0.85
C -2.84 -0.41 0.53
C -3.14 -0.89 -0.71
C 0.43 -0.08 0.60
N 1.15 -0.73 -0.43
C 2.05 0.16 -1.24
O 2.67 1.05 -0.56
H -0.64 1.70 -0.10
H -0.97 0.25 -1.05
H 1.58 -1.58 -0.07
H -3.53 -0.73 1.32
H -2.64 -0.55 -1.61
H -4.00 -1.51 -0.88
H 3.96 1.42 2.61
H 3.41 1.15 2.16
H 1.03 0.62 1.16
H 0.09 -0.84 1.31
H 2.68 -0.58 -1.76
H 1.38 0.53 -2.07

Atom charges from the Löwdin analysis, given in e for atoms 1 to 2: -0.2132 0.0777

# 10
An isolated molecule of C5H12N2O at a distorted geometry. Source: OMol25; level of theory: ωB97M-V/def2-TZVPD.

## Properties
net charge: 0
SMILES: N/C=C/C[C@@H](N)CO
relative energy (zero: lowest compared OMol25 entry of this formula, charge and spin): 93.7 kcal/mol
highest occupied orbital energy: -8.330 eV
gap between HOMO and LUMO: 9.198 eV

Element x y z (Å)
N 2.39 -0.38 2.39
C 1.27 0.04 1.60
C 0.07 -0.48 1.66
C -0.93 0.02 0.65
C -0.40 0.40 -0.76
N 0.51 -0.68 -1.31
C -1.57 0.48 -1.66
O -1.42 1.46 -2.62
H 3.18 -0.49 1.71
H 2.17 -1.18 3.06
H 1.61 0.74 0.95
H -0.34 -1.12 2.52
H -1.56 0.75 0.97
H -1.67 -0.97 0.60
H 0.00 1.50 -0.64
H 1.41 -0.16 -1.43
H 0.67 -1.52 -0.74
H -2.70 0.85 -1.28
H -1.77 -0.50 -2.21
H -0.91 1.22 -3.45

Atom charges from the Löwdin analysis, given in e for atoms 1 to 2: 0.0028 -0.2503

# 11
A cluster of 2 separate species, C5H12N2O in total at a distorted geometry. Source: OMol25; level of theory: ωB97M-V/def2-TZVPD.

## Properties
net charge: 0
SMILES: [H]/N=C(\C)NO.C=CC
relative energy (zero: lowest compared OMol25 entry of this formula, charge and spin): 89.4 kcal/mol
highest occupied orbital energy: -8.870 eV
gap between HOMO and LUMO: 9.818 eV

Element x y z (Å)
H 0.69 -0.08 -2.29
N 1.05 0.52 -1.56
C 1.23 -0.09 -0.44
C 1.65 -1.51 -0.17
N 1.47 0.77 0.67
O 1.58 2.13 0.31
H 2.69 -1.67 -0.46
H 1.00 -2.18 -0.74
H 1.53 -1.77 0.88
H 2.28 0.55 1.24
H 1.25 2.12 -0.62
C -1.51 -0.94 -0.47
C -1.50 -0.22 0.67
C -2.07 1.15 0.78
H -1.89 -0.52 -1.39
H -1.44 -2.02 -0.46
H -1.37 -0.74 1.61
H -3.05 1.11 1.27
H -1.41 1.79 1.37
H -2.17 1.61 -0.20

Atom charges from the Löwdin analysis, given in e for atoms 1 to 2: 0.0581 0.1092

# 12
An isolated molecule of C5H12N2O at a distorted geometry. Source: OMol25; level of theory: ωB97M-V/def2-TZVPD.

## Properties
net charge: 0
SMILES: CCCCNC(N)=O
relative energy (zero: lowest compared OMol25 entry of this formula, charge and spin): 39.4 kcal/mol
highest occupied orbital energy: -9.511 eV
gap between HOMO and LUMO: 10.433 eV

Element x y z (Å)
C 0.42 -1.10 -3.18
C 0.98 -1.19 -1.72
C 0.86 0.15 -1.03
C -0.65 0.40 -0.59
N -1.07 -0.12 0.65
C -0.37 0.33 1.79
N -0.43 1.75 2.09
O 0.18 -0.34 2.71
H 1.02 -1.67 -3.95
H -0.62 -1.43 -3.16
H 0.45 -0.01 -3.57
H 2.05 -1.58 -1.81
H 0.46 -1.88 -0.98
H 0.87 0.99 -1.87
H 1.54 0.45 -0.26
H -1.35 0.01 -1.44
H -0.85 1.48 -0.48
H -1.18 -1.20 0.65
H -0.82 2.47 1.51
H 0.09 2.11 2.88

Atom charges from the Löwdin analysis, given in e for atoms 1 to 2: -0.1219 -0.2726

# 13
An isolated molecule of C5H12N2O at a distorted geometry. Source: OMol25; level of theory: ωB97M-V/def2-TZVPD.

## Properties
net charge: 0
SMILES: CC(C)O[C@H]1CN1N
relative energy (zero: lowest compared OMol25 entry of this formula, charge and spin): 80.3 kcal/mol
highest occupied orbital energy: -8.592 eV
gap between HOMO and LUMO: 9.764 eV

Element x y z (Å)
C -1.29 -1.69 1.23
C -0.79 -0.91 0.02
C -1.73 -1.09 -1.17
O -0.76 0.47 0.40
C 0.34 1.22 -0.15
C 1.14 1.97 0.88
N 1.69 0.80 0.22
N 2.60 1.25 -0.79
H -0.61 -1.53 2.08
H -1.34 -2.76 1.02
H -2.28 -1.34 1.55
H 0.21 -1.28 -0.25
H -2.72 -0.68 -0.96
H -1.83 -2.15 -1.44
H -1.34 -0.55 -2.04
H 0.19 1.70 -1.11
H 0.88 1.84 1.92
H 1.53 2.95 0.62
H 2.56 0.62 -1.59
H 3.56 1.16 -0.44

Atom charges from the Löwdin analysis, given in e for atoms 1 to 2: -0.0511 -0.4630

So what do the calculations give for calculated total energy? Going down the list: -8359.0981; -8358.8910; -8351.4146; -8341.1199; -8338.3012; -10406.7914; -10401.9181; -10402.4790; -10399.7203; -10404.3601; -10404.5457; -10406.7151; -10404.9409 eV.